Record 1
Computed, not measured: a gas-phase ion, C8H14N4 (charge +2) in a non-equilibrium geometry, with ωB97M-V with the def2-TZVPD basis set.

SMILES = Cc1c[nH+]c(C)n1[C@H]1C=NC[NH2+]1
2S+1 = 1
total charge = +2
DFT total energy = -14465.1461 eV
frontier orbital gap = 10.18 eV

Positions of all 26 atoms, in Å:
N  -0.606884  0.120870  -0.112494
C  -1.044109  1.430283  0.023622
H  1.296781  -1.960300  0.867658
H  0.363675  2.772812  -1.026438
H  -0.993811  -2.818623  0.167167
N  1.511557  -0.946857  0.615247
H  0.790978  2.615328  0.743838
H  3.421122  -1.458452  -0.084914
H  3.464968  -0.233190  1.141031
H  0.436175  -0.956197  -1.414896
C  0.734644  -0.277245  -0.493705
H  -3.806919  -0.091346  0.301171
H  -2.017772  -2.757970  -1.308551
C  -1.805291  -2.220149  -0.277084
N  2.931124  0.440914  -0.664758
H  -2.616641  -2.481288  0.351473
H  1.545017  1.411276  -1.904790
H  -2.963705  2.147574  0.092657
C  -2.771086  0.110748  -0.012345
C  -1.675497  -0.724781  -0.162613
C  1.769337  0.755060  -1.059310
C  -0.052430  2.632782  0.044727
H  -0.629815  3.463960  0.439674
H  1.019166  -0.387250  1.419991
N  -2.345226  1.371611  0.048273
C  2.936298  -0.598749  0.319834

Atoms 1-2, force components in eV/Å:
N 0.78 1.57 0.20
C 3.71 0.11 -0.08

Mulliken population analysis, charges in e, atoms 1 to 4:
1. N 0.051
2. C 0.441
3. H 0.407
4. H 0.282

***

Record 2
Computed, not measured: a molecular structure, C37H40N9NaO3S in a non-equilibrium geometry, with ωB97M-V with the def2-TZVPD basis set.

2S+1 = 1
total charge = -2
DFT total energy = -73829.5144 eV
frontier orbital gap = 6.09 eV

Positions of all 91 atoms, in Å:
C  3.566128  -3.379019  -2.264295
H  -4.539995  -1.390246  -0.195294
H  3.540218  -2.353953  2.633311
C  -2.612469  -5.285633  0.336384
H  0.767312  1.279782  6.282072
C  -3.323678  1.358044  -2.661600
H  0.617738  -4.795873  -0.215286
O  -2.026295  5.092407  -1.919338
C  0.069817  4.314531  -1.112277
H  -6.604568  0.760364  -1.974332
H  5.940018  1.523482  -1.071811
H  -4.751908  3.983145  0.813805
C  2.692672  2.383959  0.655059
C  -4.098650  2.788537  -0.849348
H  4.408780  1.228000  -1.890390
C  1.802754  -0.366075  2.121484
C  5.108919  -2.011504  1.210707
C  -3.049020  2.367829  -1.708108
C  1.933809  3.527703  -0.000839
H  5.790130  0.127265  -2.149357
H  3.157035  2.775356  4.363890
N  0.756851  3.289378  -0.587170
C  3.574150  0.214089  0.396391
H  6.460924  -1.440399  -0.357350
C  2.475030  -2.577219  -1.948573
H  2.338477  2.715534  2.854652
O  0.376446  -0.987578  -1.216474
H  -2.595672  0.278389  -4.380585
H  2.261908  6.834266  -0.602232
C  2.551609  -5.208195  -1.080007
Na  -0.268113  1.179754  -0.574647
H  0.000550  6.372626  -1.635465
H  -1.525610  0.208475  -2.969816
H  -3.351426  -5.291051  1.143022
H  -5.149374  -3.860174  1.525407
H  -1.655511  -4.951348  0.746145
N  0.092785  1.797078  4.094188
H  -2.498109  -6.309603  -0.042637
C  -4.515433  -2.463393  -0.041815
C  -5.619502  1.210691  -1.907190
H  4.392626  -2.962721  -2.831419
C  -5.353850  2.195860  -0.964609
H  -3.990417  -4.634992  -1.200315
H  -6.141776  2.509934  -0.284635
C  5.258280  0.737752  -1.412625
C  0.591817  5.599601  -1.162696
H  -1.604113  1.685479  -3.920340
C  -2.203098  0.856465  -3.540433
H  1.769529  0.641370  2.537027
N  2.272096  2.692076  3.895079
O  3.129178  2.613066  1.836142
S  -2.072435  -0.660422  0.639958
C  -1.367346  4.076665  -1.590619
H  0.976350  -0.449604  1.406999
C  1.827310  5.840630  -0.578742
C  5.532594  -1.210598  0.161218
H  -2.285796  -4.381302  -1.576651
N  1.481501  1.877966  5.905665
H  -5.183840  -2.925837  -0.772561
H  3.425211  4.943913  0.582163
H  2.437727  -1.532276  -2.246774
C  4.779898  -0.114712  -0.259726
C  3.901360  -1.713264  1.832344
C  -0.256250  1.976816  2.816562
C  1.407007  -3.088559  -1.221999
H  -4.778284  0.021100  -3.484596
H  2.583311  -6.231668  -0.728063
C  3.126054  -0.619904  1.449838
C  -4.594342  0.800630  -2.749953
C  -3.027760  -4.329362  -0.787428
C  3.608312  -4.698334  -1.832942
C  -2.009891  -2.180819  -0.125685
C  1.454386  -4.408142  -0.783807
H  -6.006292  -2.299702  1.524180
H  1.628021  -1.087714  2.922856
N  -1.724558  2.805242  -1.585572
H  -3.538661  4.771404  -0.229719
N  -0.898232  -2.825258  -0.554618
C  0.215811  -2.183929  -0.961802
C  1.270641  2.114526  4.557301
H  4.463582  -5.323807  -2.066390
C  -5.030142  -2.781363  1.368789
C  -3.849491  3.821920  0.216284
N  2.857470  1.321242  -0.079334
H  5.686324  -2.878150  1.519870
H  -4.331413  -2.381756  2.102123
H  2.414774  1.600128  6.155941
N  -3.159420  -2.931596  -0.362240
H  -3.039120  3.492885  0.874950
C  2.491800  4.799736  0.052736
N  -0.635151  2.099960  1.718003

Atoms 1-2, force components in eV/Å:
C -0.04 0.06 0.08
H 0.07 0.18 -0.02

Mulliken population analysis, charges in e, atoms 1 to 4:
1. C -0.603
2. H 0.180
3. H 0.303
4. C -0.983

***

Record 3
Computed, not measured: a molecular structure, C7H5F6MnNO4Sb, with ωB97M-V with the def2-TZVPD basis set.

2S+1 = 6
total charge = +3
DFT total energy = -71149.4861 eV
frontier orbital gap (alpha / beta) = 5.82 / 2.13 eV

Positions of all 25 atoms, in Å:
F  -0.264247  -4.814927  -1.764365
C  -2.246719  0.784953  0.010807
H  -4.146631  0.541874  0.018054
Mn  0.106471  -0.757358  -0.002125
H  3.891220  2.172105  -0.015286
F  1.789316  -4.999084  -0.285297
Sb  -0.015725  -5.366661  0.002417
H  2.089105  3.975038  -0.006738
C  -1.147171  1.863526  0.004234
N  0.033246  1.278114  -0.001931
H  -0.101909  5.148916  0.000511
C  2.356607  0.949457  -0.013084
F  -0.157880  -7.185070  0.011019
C  -0.060234  4.062881  0.000177
H  -2.229065  3.792282  0.007867
C  1.161064  3.409292  -0.003977
F  0.168048  -2.421666  -0.004875
O  -1.853006  -0.387607  0.010643
C  1.182162  1.970689  -0.006240
O  3.585429  1.244123  -0.017120
F  0.299355  -4.841988  1.766922
O  1.993409  -0.238479  -0.014185
O  -3.433215  1.227938  0.015054
C  -1.248908  3.317567  0.004180
F  -1.750727  -4.725922  0.283350

Atoms 1-2, force components in eV/Å:
F -0.01 0.02 0.07
C -0.03 0.20 0.00

Mulliken population analysis, charges in e, atoms 1 to 4:
1. F -0.508
2. C 0.649
3. H 0.498
4. Mn 1.296

***

Record 4
Computed, not measured: 2 unconnected molecules or ions with the total composition C4H9NO, with ωB97M-V with the def2-TZVPD basis set.

SMILES = C=C1N[C@@H]1C.O
2S+1 = 1
DFT total energy = -7829.3876 eV
frontier orbital gap = 10.29 eV

Positions of all 15 atoms, in Å:
N  0.064742  0.943662  -0.601489
C  -1.043630  -0.050293  -0.493052
H  -2.848661  1.118973  -0.458367
C  0.181576  -0.152145  0.270608
H  2.014726  -0.919423  -0.643689
H  1.859706  -0.069371  1.507266
H  0.619864  0.814022  -1.447190
H  -2.867623  -0.285813  0.646785
O  2.792892  -0.503530  -1.037744
H  0.787987  -1.567410  1.723748
C  -2.247298  0.507148  0.219054
H  -1.214487  -0.707306  -1.347083
C  0.970793  -0.625007  1.221548
H  -1.886010  1.144599  1.031730
H  2.815426  0.351894  -0.592120

Atoms 1-2, force components in eV/Å:
N 0.19 0.11 -0.03
C -0.23 -0.14 0.03

Mulliken population analysis, charges in e, atoms 1 to 4:
1. N -0.617
2. C 0.373
3. H 0.312
4. C -0.003